Entry 1:
Formula: C18H27ClN4OS
Source: OMol25
Level of theory: wB97M-V/def2-TZVPD

XYZ file:
```
52
Properties=species:S:1:pos:R:3:forces:R:3:lowdin_charge:R:1
S 2.748081 0.405640 -1.718106 0.658 0.141 -0.414 0.70
C 1.316586 0.023638 -0.970773 -0.051 -0.131 -0.045 -0.80
N 0.629624 -1.092923 -1.315968 -0.241 0.380 0.382 -0.01
C 1.224932 -2.122656 -2.135405 0.232 -0.287 -0.188 -0.23
C 2.257214 -2.974022 -1.378917 -0.164 0.113 0.142 -0.17
C 1.861455 -3.220066 0.082601 0.158 0.011 -0.227 -0.19
N 0.437331 -3.497380 0.226364 -0.073 -0.004 0.072 -0.19
C -0.080877 -3.294067 1.572346 -0.017 -0.277 0.241 -0.17
C 0.276999 -4.439507 2.526945 -0.018 0.361 0.002 -0.19
O -0.179785 -5.675598 2.022347 -0.116 -0.030 -0.007 -0.13
C 0.367211 -5.934181 0.746126 0.035 0.079 -0.316 -0.19
C 0.026126 -4.813933 -0.244910 -0.051 -0.217 0.185 -0.15
N 0.792791 0.808750 0.013272 -0.021 -0.176 -0.002 -0.12
C -0.611545 0.830971 0.360914 -0.441 -0.018 -0.130 -0.13
C -1.339111 1.946490 -0.409933 -0.010 -0.197 0.194 -0.14
N -0.706040 3.208066 -0.108915 0.035 -0.278 0.136 -0.10
C -1.427942 4.388089 -0.102839 -0.308 0.345 0.022 -0.22
C -2.721040 4.482020 -0.628457 0.114 -0.202 -0.060 -0.03
C -3.433902 5.662600 -0.547108 0.030 0.144 0.078 -0.08
C -2.891847 6.788703 0.045941 -0.044 0.048 0.011 -0.13
C -1.611311 6.697095 0.566128 -0.085 -0.188 -0.147 -0.67
Cl -0.902242 8.080342 1.329246 0.075 0.157 0.090 0.67
C -0.884755 5.525927 0.506109 0.035 0.045 -0.075 -0.05
C 0.701595 3.198091 -0.453921 0.292 -0.143 0.122 -0.13
C 1.408035 2.084610 0.318915 0.329 0.421 -0.077 -0.18
H 0.000824 -1.491329 -0.630397 0.003 0.053 -0.037 0.10
H 1.705808 -1.645322 -2.991497 -0.151 -0.124 0.046 0.08
H 0.404212 -2.749908 -2.487931 0.030 0.025 -0.014 0.11
H 3.216619 -2.455991 -1.376534 0.021 -0.073 -0.043 0.08
H 2.388222 -3.915516 -1.912833 0.046 -0.060 -0.050 0.10
H 2.503411 -4.014655 0.489752 -0.010 0.101 0.075 0.12
H 2.068217 -2.310885 0.654564 0.023 -0.052 0.006 0.12
H 0.293309 -2.347016 1.968059 -0.023 0.034 -0.004 0.12
H -1.172668 -3.238553 1.493496 0.022 0.028 0.111 0.13
H -0.213259 -4.305375 3.492461 0.092 0.049 -0.014 0.13
H 1.366919 -4.474759 2.680502 -0.074 -0.011 0.028 0.12
H -0.064124 -6.880890 0.417725 0.091 0.031 -0.048 0.13
H 1.459265 -6.050575 0.826466 -0.079 -0.034 0.001 0.12
H 0.493304 -5.016243 -1.208109 -0.037 -0.029 -0.080 0.12
H -1.060253 -4.783982 -0.379866 0.039 -0.102 -0.065 0.13
H -1.093903 -0.123042 0.154267 0.019 0.047 0.058 0.11
H -0.685180 1.036289 1.434200 -0.082 -0.061 -0.084 0.13
H -2.378154 1.970529 -0.081065 0.024 -0.012 -0.052 0.12
H -1.303261 1.715805 -1.487129 -0.077 0.001 0.034 0.14
H -3.170746 3.637905 -1.126507 -0.008 -0.094 -0.040 0.10
H -4.427810 5.710313 -0.966351 -0.084 0.003 -0.038 0.11
H -3.443852 7.712104 0.104401 -0.029 0.102 0.020 0.10
H 0.096122 5.494666 0.952019 0.069 -0.003 0.070 0.10
H 1.156878 4.159038 -0.228061 -0.004 -0.022 -0.012 0.12
H 0.826102 3.002096 -1.530732 0.050 0.054 0.050 0.13
H 2.461706 2.042348 0.041996 -0.186 0.020 0.119 0.06
H 1.314708 2.256250 1.395104 -0.039 0.033 -0.030 0.13
```
Positions in Å, forces in eV/Å.

Values from the calculation:
E_HOMO	-7.8678	eV
multiplicity	1
structure (SMILES)	S=C(NCCCN1CCOCC1)N1CCN(c2cccc(Cl)c2)CC1

Entry 2:
Formula: C12H48N24O12
Source: OMol25
Level of theory: wB97M-V/def2-TZVPD

XYZ file:
```
96
Properties=species:S:1:pos:R:3:forces:R:3:lowdin_charge:R:1
N 4.237284 1.181783 -3.664745 4.575 0.100 -1.486 0.20
C 3.043514 1.383143 -3.242095 -0.184 -4.092 3.527 -0.78
N 2.288434 2.107003 -3.934815 -4.079 4.803 -4.350 0.20
O 2.648244 0.718023 -2.281485 -1.176 0.098 1.669 0.00
H 4.896154 0.818573 -2.990895 0.108 -0.311 -0.233 0.13
H 4.537774 1.497143 -4.575985 0.215 -0.039 0.407 0.12
H 2.669104 2.770423 -4.594405 0.101 -0.232 0.059 0.13
H 1.301544 2.267463 -3.792015 0.535 -0.419 0.659 0.08
N -3.265066 -0.334557 -1.692335 3.543 3.794 -3.237 0.19
C -4.275576 -1.005627 -1.306085 -2.329 -0.851 -1.186 -0.86
N -4.054596 -1.551667 -0.177365 -0.153 -2.855 5.366 0.19
O -5.298786 -1.134267 -1.930845 -1.981 0.078 -1.157 0.05
H -2.369786 -0.337527 -1.224825 -0.199 0.076 -0.442 0.06
H -3.474396 0.131843 -2.563395 0.896 0.189 -0.005 0.13
H -3.115546 -1.551497 0.194495 -0.384 -0.161 0.354 0.06
H -4.823646 -2.094207 0.189115 0.560 -0.140 0.233 0.13
N -3.992796 2.330153 2.088995 -5.700 -1.764 -0.106 0.17
C -2.750186 2.656273 2.125485 0.353 2.858 1.044 -0.80
N -1.959676 1.973233 1.366595 3.317 -1.758 -1.832 0.20
O -2.406886 3.632943 2.772935 1.087 0.665 1.069 0.02
H -4.388186 1.705223 1.401075 0.298 0.014 0.077 0.11
H -4.681866 2.908503 2.548125 0.498 0.006 0.031 0.12
H -1.020146 2.343623 1.353385 0.067 -0.250 -0.448 0.09
H -2.171566 1.096923 0.911305 0.066 0.167 0.288 0.09
N 0.551194 0.623473 0.077895 1.784 3.622 1.683 0.21
C -0.204066 -0.374547 -0.273945 2.792 1.232 0.094 -0.83
N -0.045536 -0.705717 -1.496925 -0.447 -0.897 -4.586 0.22
O -0.847946 -0.996417 0.494525 -4.253 -2.663 3.934 0.04
H 0.633364 0.928943 1.037075 -0.047 -0.043 -0.117 0.06
H 1.100284 1.170063 -0.570055 0.026 -0.272 -0.028 0.09
H -0.482106 -1.569447 -1.785855 0.338 -0.111 -0.520 0.10
H 0.579994 -0.105167 -2.014765 0.188 -0.843 -0.640 0.09
N 3.630274 3.054523 0.431745 3.139 -3.152 -6.544 0.19
C 2.810304 3.344933 1.358675 -1.863 -2.072 1.894 -0.73
N 3.325154 4.347453 1.938205 0.665 6.355 5.371 0.18
O 1.832484 2.738043 1.805585 -0.406 -0.762 -1.304 0.01
H 3.613044 2.266183 -0.199385 -0.498 -0.128 0.299 0.10
H 4.414234 3.670783 0.271335 -0.328 -0.425 -0.057 0.12
H 2.974404 4.550673 2.863285 -0.325 0.088 0.222 0.10
H 4.220604 4.781413 1.765195 -0.379 -0.458 -0.265 0.12
N -1.293816 -4.173247 3.130955 0.010 -2.418 7.028 0.16
C -0.957016 -3.837047 1.954375 -0.606 0.424 -1.426 -0.84
N -2.057216 -3.448427 1.346285 -2.577 1.980 -3.895 0.15
O 0.126454 -3.959477 1.497375 3.031 -0.337 -1.793 0.09
H -2.214206 -4.010587 3.513735 0.505 -0.387 -0.010 0.11
H -0.632116 -4.775377 3.599665 -0.305 0.316 0.471 0.13
H -1.856276 -2.899097 0.522895 -0.109 0.024 -0.111 0.05
H -2.827746 -3.101887 1.899715 0.214 -0.076 -0.196 0.10
N 0.351754 3.748963 6.041335 -1.834 1.363 5.025 0.18
C 1.056624 3.511973 4.983335 1.825 1.568 -2.078 -0.80
N 0.427754 2.870273 4.070115 -3.854 -3.738 -2.354 0.17
O 2.149004 3.977203 4.736925 2.577 0.852 0.881 0.03
H 0.672004 4.443303 6.701205 0.183 -0.221 -0.252 0.12
H -0.569836 3.391753 6.249165 0.317 -0.081 -0.492 0.12
H -0.576826 2.828513 4.165875 -0.062 0.005 -0.365 0.09
H 0.789094 2.605243 3.164965 0.698 0.689 0.046 0.05
N 0.598444 -0.199677 3.195715 -2.597 0.671 -0.602 0.18
C 1.859634 -0.433797 3.485725 1.249 -1.859 -0.737 -0.72
N 2.228414 0.104093 4.638865 0.148 1.283 1.833 0.19
O 2.550394 -1.163887 2.787385 0.873 -0.105 -0.235 0.01
H 0.171394 -0.646587 2.396965 -0.119 -0.148 0.076 0.08
H 0.046614 0.342523 3.845015 -0.193 -0.187 -0.482 0.10
H 1.551384 0.816163 4.872705 0.759 0.412 0.797 0.08
H 3.189634 0.226643 4.923695 -0.265 -0.054 -0.369 0.12
N 0.066304 4.041903 -2.988005 3.488 3.351 -7.333 0.16
C -0.473996 3.546453 -1.976555 -1.433 0.162 6.952 -0.77
N -1.118746 2.430393 -2.307765 -1.865 -2.287 0.947 0.17
O -0.436516 4.026743 -0.824645 -0.115 -0.895 -1.484 0.03
H 0.582424 4.900893 -3.113945 -0.241 -0.106 0.946 0.14
H -0.288066 3.682963 -3.863035 0.109 0.389 -0.095 0.12
H -1.570016 2.028453 -1.498505 -0.031 -0.480 -0.360 0.09
H -0.870696 1.861793 -3.104795 -0.216 0.003 0.402 0.10
N -0.883026 -5.610907 -1.543995 6.780 -2.966 2.001 0.19
C -1.731116 -4.689157 -1.733805 0.938 0.596 -0.862 -0.86
N -2.826676 -5.280247 -1.942975 -8.357 -1.274 -1.402 0.17
O -1.526846 -3.536947 -1.958335 0.777 3.908 0.004 0.05
H -1.144606 -6.578387 -1.418795 0.501 0.464 -0.005 0.13
H 0.064784 -5.300557 -1.384525 0.065 -0.521 0.357 0.14
H -3.028706 -6.212387 -1.610715 -0.230 0.498 -0.278 0.13
H -3.548066 -4.702837 -2.350755 -0.497 -0.387 0.491 0.13
N -2.239326 -2.980567 -4.681155 2.260 0.192 3.781 0.17
C -2.903616 -2.945247 -5.777345 -1.842 1.711 -3.714 -0.72
N -3.497856 -4.154477 -6.012265 -1.004 -0.825 -1.314 0.14
O -3.000296 -1.917407 -6.483275 -0.217 -1.799 0.660 -0.01
H -2.381326 -3.788487 -4.091915 0.389 0.651 0.302 0.07
H -2.046526 -2.088697 -4.248155 0.177 -0.404 0.122 0.11
H -3.185946 -4.996957 -5.550705 0.018 0.337 -0.108 0.09
H -4.009406 -4.300137 -6.870865 0.262 0.223 0.142 0.10
N 3.691794 -0.361397 0.433935 -2.901 1.415 -1.822 0.19
C 4.969984 -0.525617 0.516415 2.064 -0.557 -3.191 -0.79
N 5.431654 -0.860247 1.663035 2.229 -1.122 4.711 0.17
O 5.740224 -0.500577 -0.469505 -0.383 0.520 -0.365 -0.04
H 3.069784 -0.195157 1.212115 0.087 -0.458 -0.119 0.07
H 3.459154 -0.141187 -0.523915 -0.818 0.140 0.115 0.07
H 4.811984 -1.051227 2.437395 -0.036 -0.145 -0.135 0.09
H 6.360694 -1.256457 1.660575 -0.241 0.244 0.156 0.12
```
Positions in Å, forces in eV/Å.

Values from the calculation:
E_HOMO	-8.6764	eV
multiplicity	1
structure (SMILES)	NC(N)=O.NC(N)=O.NC(N)=O.NC(N)=O.NC(N)=O.NC(N)=O.NC(N)=O.NC(N)=O.NC(N)=O.NC(N)=O.NC(N)=O.NC(N)=O

Entry 3:
Formula: C4H10ClOPS
Source: OMol25
Level of theory: wB97M-V/def2-TZVPD

XYZ file:
```
18
Properties=species:S:1:pos:R:3:forces:R:3:lowdin_charge:R:1
C 1.066477 0.325678 -1.833452 -0.515 1.053 -2.246 -0.10
C 1.437972 -0.229126 -0.477166 -0.801 4.218 0.123 -0.21
C 0.468472 0.287098 0.547970 -2.526 -0.019 2.614 -0.43
C 0.836298 -0.169753 1.960878 1.588 -3.325 0.433 -0.08
O -0.871090 -0.256522 0.212796 1.463 -0.922 -0.381 -0.55
P -2.262870 0.324217 0.692061 -0.463 0.054 0.043 0.23
S -3.363572 -1.421298 0.200392 -0.435 -0.406 0.200 0.36
Cl -2.848770 1.382130 -0.992135 -0.055 0.640 -0.261 0.14
H 0.153223 0.936356 -1.827944 0.087 0.013 0.607 0.04
H 0.664906 -0.511884 -2.499088 1.427 1.139 0.313 0.10
H 1.816639 1.097198 -2.277219 -0.924 -2.020 0.349 0.11
H 2.368644 0.187543 -0.109223 0.638 -0.669 -0.276 0.12
H 1.340204 -1.242279 -0.539766 0.368 -2.813 0.499 0.09
H 0.211243 1.349576 0.674697 1.176 0.207 -0.938 0.13
H 0.953633 -1.364628 1.971966 0.160 2.509 -0.240 0.13
H 1.777539 0.287880 2.314728 0.040 -0.355 -0.681 0.08
H 0.252880 -0.048435 2.856977 -1.366 0.700 -0.306 0.06
H -4.001829 -0.933749 -0.876479 0.137 -0.004 0.151 -0.22
```
Positions in Å, forces in eV/Å.

Values from the calculation:
E_HOMO	-9.2368	eV
multiplicity	1
structure (SMILES)	CC[C@H](C)OP(S)Cl

Entry 4:
Formula: C2H2N2O
Source: OMol25
Level of theory: wB97M-V/def2-TZVPD

XYZ file:
```
7
Properties=species:S:1:pos:R:3:forces:R:3:lowdin_charge:R:1
N -1.967769 1.143996 -0.997513 -0.131 0.385 -0.207 0.17
C -1.078137 0.868950 -0.323811 -0.453 0.309 -1.008 -0.28
N -0.248199 0.321766 0.551784 -1.375 -0.178 2.488 -0.06
C 0.690040 -0.614529 0.134930 0.352 -3.068 2.695 -0.15
O 1.134761 0.638284 0.551908 1.134 0.883 -1.253 0.02
H 0.892094 -1.438052 0.974406 -0.398 1.559 -2.287 0.17
H 0.577211 -0.920415 -0.891705 0.871 0.109 -0.427 0.13
```
Positions in Å, forces in eV/Å.

Values from the calculation:
E_HOMO	-10.7040	eV
multiplicity	1
structure (SMILES)	N#CN1CO1

Summary of total energy in Eh
-1854.72827; -2703.35011; -1433.38469; -262.01470
(order as listed above)
Summary of Kohn-Sham gap in eV
8.41; 8.65; 10.01; 11.46
(order as listed above)